No. 1
The following is a quantum chemistry calculation of one molecule with the formula C6H14N2O2 at a distorted geometry, from OMol25.

HOMO-LUMO gap, eV: 10.26
SMILES: NCCCC[C@H](N)C(=O)O
Charge: 0
HOMO level, eV: -9.5
LUMO, eV: 0.7965
2S+1: 1
Energy relative to the best compared isomer or geometry (same formula, charge and spin), eV: 1.1881
Max |F|, eV Å⁻¹: 4.063

CARTESIAN COORDINATES (ANGSTROEM)
N (4.067, -0.554, -0.884)
C (3.721, 0.239, 0.329)
C (2.282, -0.058, 0.866)
C (1.126, 0.230, -0.036)
C (-0.229, -0.139, 0.561)
C (-1.397, 0.270, -0.448)
N (-1.425, 1.715, -0.580)
C (-2.712, -0.263, -0.007)
O (-3.627, 0.255, 0.497)
O (-2.655, -1.617, -0.311)
H (4.134, -1.505, -0.559)
H (5.020, -0.274, -1.213)
H (4.436, 0.130, 1.134)
H (3.695, 1.314, 0.083)
H (2.168, -1.078, 1.275)
H (2.187, 0.606, 1.750)
H (1.122, 1.260, -0.367)
H (1.355, -0.370, -0.942)
H (-0.277, -1.215, 0.775)
H (-0.311, 0.422, 1.509)
H (-1.225, -0.278, -1.398)
H (-2.222, 1.993, -1.183)
H (-1.544, 2.051, 0.357)
H (-3.523, -1.967, -0.050)

Results of the natural (NBO) charge analysis, in e, for atoms 1 through 6:
1. N -0.8365
2. C -0.2102
3. C -0.3921
4. C -0.4181
5. C -0.3777
6. C -0.1637

No. 2
The following is a quantum chemistry calculation of a 2-piece molecular cluster, C6H14N2O2 overall at a distorted geometry, from OMol25.

HOMO-LUMO gap, eV: 9.82
SMILES: CNC(C)=O.CNC(C)=O
Charge: 0
HOMO level, eV: -9.2
LUMO, eV: 0.6493
2S+1: 1
Energy relative to the best compared isomer or geometry (same formula, charge and spin), eV: 2.5038
Max |F|, eV Å⁻¹: 4.903

CARTESIAN COORDINATES (ANGSTROEM)
C (-0.497, 1.151, 2.583)
N (-0.659, 2.288, 1.801)
C (-0.860, 2.050, 0.412)
C (-1.179, 3.196, -0.420)
O (-0.785, 0.849, 0.120)
H (-1.490, 0.747, 2.565)
H (0.348, 0.433, 2.166)
H (-0.247, 1.354, 3.652)
H (-0.207, 3.113, 2.071)
H (-1.431, 4.155, 0.069)
H (-0.427, 3.316, -1.234)
H (-2.210, 2.904, -0.833)
C (0.264, -1.539, -2.740)
N (0.212, -1.973, -1.320)
C (1.077, -2.917, -0.820)
C (1.433, -2.479, 0.666)
O (1.703, -3.755, -1.401)
H (0.820, -0.703, -2.887)
H (0.646, -2.348, -3.302)
H (-0.614, -1.175, -3.415)
H (-0.443, -1.494, -0.790)
H (1.561, -1.396, 0.658)
H (0.682, -2.844, 1.384)
H (2.304, -2.930, 1.014)

Results of the natural (NBO) charge analysis, in e, for atoms 1 through 6:
1. C -0.4144
2. N -0.6288
3. C 0.6645
4. C -0.7273
5. O -0.6331
6. H 0.2077

No. 3
The following is a quantum chemistry calculation of one molecule with the formula C6H14N2O2 at a distorted geometry, from OMol25.

HOMO-LUMO gap, eV: 10.06
SMILES: CC(C)(N)C(C)(C)[N+](=O)[O-]
Charge: 0
HOMO level, eV: -9.6
LUMO, eV: 0.4864
2S+1: 1
Energy relative to the best compared isomer or geometry (same formula, charge and spin), eV: 5.3317
Max |F|, eV Å⁻¹: 3.470

CARTESIAN COORDINATES (ANGSTROEM)
C (-0.961, -0.611, -1.539)
C (-0.699, -0.535, -0.040)
C (-0.482, -1.894, 0.583)
N (-1.800, 0.179, 0.637)
C (0.668, 0.450, 0.184)
C (1.057, 1.440, -0.906)
C (0.510, 1.337, 1.426)
N (1.690, -0.556, 0.182)
O (1.972, -1.023, 1.245)
O (2.197, -0.821, -0.912)
H (-1.405, 0.381, -1.789)
H (-1.835, -1.133, -1.829)
H (-0.044, -0.729, -2.086)
H (0.260, -2.524, 0.142)
H (-0.034, -1.753, 1.614)
H (-1.482, -2.435, 0.657)
H (-2.533, -0.379, 0.932)
H (-2.050, 0.866, -0.027)
H (1.281, 0.922, -1.784)
H (0.264, 2.265, -1.123)
H (2.025, 1.953, -0.583)
H (1.498, 1.512, 1.762)
H (-0.197, 0.856, 2.227)
H (0.102, 2.232, 1.029)

Results of the natural (NBO) charge analysis, in e, for atoms 1 through 6:
1. C -0.6409
2. C 0.1623
3. C -0.6544
4. N -0.8441
5. C 0.0647
6. C -0.6284

Question: Which value of HOMO-LUMO gap does entry 2 give?
Answer: 9.82 eV

Repeat the first record exactly.
The following is a quantum chemistry calculation of one molecule with the formula C6H14N2O2 at a distorted geometry, from OMol25.

HOMO-LUMO gap, eV: 10.26
SMILES: NCCCC[C@H](N)C(=O)O
Charge: 0
HOMO level, eV: -9.5
LUMO, eV: 0.7965
2S+1: 1
Energy relative to the best compared isomer or geometry (same formula, charge and spin), eV: 1.1881
Max |F|, eV Å⁻¹: 4.063

CARTESIAN COORDINATES (ANGSTROEM)
N (4.067, -0.554, -0.884)
C (3.721, 0.239, 0.329)
C (2.282, -0.058, 0.866)
C (1.126, 0.230, -0.036)
C (-0.229, -0.139, 0.561)
C (-1.397, 0.270, -0.448)
N (-1.425, 1.715, -0.580)
C (-2.712, -0.263, -0.007)
O (-3.627, 0.255, 0.497)
O (-2.655, -1.617, -0.311)
H (4.134, -1.505, -0.559)
H (5.020, -0.274, -1.213)
H (4.436, 0.130, 1.134)
H (3.695, 1.314, 0.083)
H (2.168, -1.078, 1.275)
H (2.187, 0.606, 1.750)
H (1.122, 1.260, -0.367)
H (1.355, -0.370, -0.942)
H (-0.277, -1.215, 0.775)
H (-0.311, 0.422, 1.509)
H (-1.225, -0.278, -1.398)
H (-2.222, 1.993, -1.183)
H (-1.544, 2.051, 0.357)
H (-3.523, -1.967, -0.050)

Results of the natural (NBO) charge analysis, in e, for atoms 1 through 6:
1. N -0.8365
2. C -0.2102
3. C -0.3921
4. C -0.4181
5. C -0.3777
6. C -0.1637